(i)
The following is a quantum chemistry calculation of 2 unconnected molecules or ions with the total composition C5H14, from the Open Molecules 2025 dataset.

Calculated values
* structure (SMILES): CCC.CC
* gap between HOMO and LUMO: 12.42 eV
* charge: 0

Each line ends with the Mulliken charge.
Atoms and positions in Å:
C (-0.47, -1.05, -0.79)  -1.174
C (3.00, 0.52, 0.24)  -0.965
C (-2.92, -0.25, -0.47)  -1.270
C (1.85, 1.30, 0.89)  -0.318
C (-1.60, -0.59, 0.19)  0.021
H (-3.61, -0.07, 0.36)  0.301
H (1.88, 2.32, 0.48)  0.267
H (-0.17, -0.21, -1.43)  0.300
H (0.88, 0.92, 0.59)  -0.201
H (2.81, 0.41, -0.81)  0.279
H (1.88, 1.32, 1.98)  0.306
H (4.00, 0.93, 0.43)  0.340
H (-2.95, 0.63, -1.13)  0.334
H (-1.79, -1.45, 0.84)  0.253
H (-3.41, -0.94, -1.16)  0.356
H (-1.24, 0.28, 0.73)  0.192
H (3.17, -0.46, 0.68)  0.277
H (-0.85, -1.66, -1.61)  0.424
H (0.29, -1.45, -0.13)  0.278

(ii)
The following is a quantum chemistry calculation of 2 unconnected molecules or ions with the total composition C5H14, from the Open Molecules 2025 dataset.

Calculated values
* structure (SMILES): CCC.CC
* gap between HOMO and LUMO: 12.20 eV
* charge: 0

Each line ends with the Mulliken charge.
Atoms and positions in Å:
C (1.67, 0.37, -0.30)  -1.024
C (0.44, 1.05, -0.92)  0.123
C (0.58, 2.54, -1.19)  -1.112
C (-1.31, -2.61, 0.95)  -0.804
C (-1.54, -1.15, 1.25)  -0.725
H (-0.63, -0.55, 1.27)  0.101
H (2.20, -0.21, -1.06)  0.306
H (1.43, -0.36, 0.47)  0.263
H (1.68, 2.76, -1.05)  0.253
H (2.45, 1.08, 0.01)  0.286
H (-0.46, -2.78, 0.27)  0.258
H (0.34, 0.50, -1.87)  0.246
H (-2.05, -3.31, 0.57)  0.317
H (0.20, 3.32, -0.54)  0.322
H (-2.09, -1.00, 2.18)  0.381
H (-1.97, -0.52, 0.46)  0.268
H (-1.01, -2.98, 1.95)  0.221
H (-0.42, 1.06, -0.23)  0.039
H (0.50, 2.79, -2.23)  0.280

In terms of stability, (i) leads; the second structure lies 0.590 eV higher.

(i)
The following is a quantum chemistry calculation of 2 unconnected molecules or ions with the total composition C5H14, from the Open Molecules 2025 dataset.

Calculated values
* structure (SMILES): CCC.CC
* gap between HOMO and LUMO: 11.97 eV
* charge: 0

Each line ends with the Mulliken charge.
Atoms and positions in Å:
C (-3.25, 0.84, -0.05)  -0.823
C (2.37, -0.32, 0.74)  -0.261
C (-2.03, 1.01, -0.99)  -0.395
C (0.84, -0.06, 0.82)  -1.035
C (2.68, -1.41, -0.33)  -1.164
H (-3.04, -0.02, 0.57)  0.279
H (0.70, 1.01, 0.50)  0.262
H (-3.45, 1.74, 0.50)  0.278
H (0.44, -0.06, 1.81)  0.346
H (3.73, -1.72, -0.18)  0.338
H (-1.67, 2.03, -1.10)  0.325
H (2.14, -2.29, 0.00)  0.313
H (2.38, -1.06, -1.32)  0.322
H (-2.23, 0.54, -1.99)  0.266
H (2.96, 0.59, 0.60)  0.350
H (2.59, -0.86, 1.68)  0.214
H (-4.06, 0.51, -0.70)  0.265
H (-1.28, 0.23, -0.80)  -0.162
H (0.19, -0.72, 0.24)  0.284

(ii)
The following is a quantum chemistry calculation of 2 unconnected molecules or ions with the total composition C5H14, from the Open Molecules 2025 dataset.

Calculated values
* structure (SMILES): CCC.CC
* gap between HOMO and LUMO: 12.31 eV
* charge: 0

Each line ends with the Mulliken charge.
Atoms and positions in Å:
C (-0.50, -2.18, 2.16)  -0.865
C (-0.26, 1.27, -1.41)  -0.111
C (-0.02, -0.74, 2.41)  -0.511
C (1.20, 1.40, -0.92)  -1.066
C (-0.41, 0.49, -2.71)  -1.077
H (-0.38, -0.08, 1.64)  0.028
H (-0.53, 2.34, -1.49)  0.250
H (1.94, 0.65, -1.27)  0.308
H (-0.62, -0.37, 3.29)  0.254
H (0.37, 0.77, -3.43)  0.326
H (-0.89, 0.85, -0.62)  0.219
H (-1.39, 0.79, -3.17)  0.293
H (-0.49, -2.49, 1.11)  0.272
H (-0.41, -0.56, -2.40)  0.265
H (1.05, -0.76, 2.69)  0.278
H (-1.58, -2.22, 2.39)  0.249
H (-0.01, -2.81, 2.86)  0.298
H (1.26, 1.35, 0.17)  0.239
H (1.68, 2.31, -1.27)  0.351

(iii)
The following is a quantum chemistry calculation of 2 unconnected molecules or ions with the total composition C5H14, from the Open Molecules 2025 dataset.

Calculated values
* structure (SMILES): CCC.CC
* gap between HOMO and LUMO: 12.14 eV
* charge: 0

Each line ends with the Mulliken charge.
Atoms and positions in Å:
C (-0.58, 1.84, 1.88)  -0.849
C (0.61, 2.29, 0.99)  -0.718
C (-0.09, -1.89, -1.48)  -0.196
C (0.87, -2.06, -0.32)  -1.048
C (-0.83, -0.55, -1.47)  -0.905
H (0.44, -2.70, 0.46)  0.287
H (1.52, 2.28, 1.58)  0.324
H (0.81, 1.47, 0.30)  0.107
H (0.40, -2.08, -2.44)  0.294
H (1.65, -2.79, -0.59)  0.325
H (-1.07, 2.65, 2.44)  0.330
H (0.37, 3.20, 0.46)  0.303
H (1.29, -1.16, 0.13)  0.266
H (-0.31, 0.22, -2.04)  0.288
H (-0.85, -2.69, -1.51)  0.265
H (-0.97, -0.18, -0.46)  0.069
H (-1.84, -0.61, -1.87)  0.357
H (-1.35, 1.44, 1.23)  0.257
H (-0.07, 1.33, 2.70)  0.247

In terms of stability, (ii) leads; the second structure lies 0.141 eV higher.

(i)
The following is a quantum chemistry calculation of 2 unconnected molecules or ions with the total composition C5H14, from the Open Molecules 2025 dataset.

Calculated values
* structure (SMILES): CCC.CC
* gap between HOMO and LUMO: 12.17 eV
* charge: 0

Each line ends with the Mulliken charge.
Atoms and positions in Å:
C (1.98, -0.02, 0.53)  -0.411
C (0.53, 0.09, 0.92)  -0.783
C (2.45, 0.96, -0.47)  -1.288
C (-2.54, -0.24, 0.23)  -0.662
C (-1.96, -0.83, -1.02)  -0.795
H (3.28, 0.73, -1.07)  0.411
H (1.65, 1.09, -1.16)  0.315
H (0.42, 1.20, 0.94)  0.383
H (-3.39, 0.41, 0.06)  0.323
H (-2.92, -0.97, 0.98)  0.233
H (-1.73, 0.34, 0.73)  0.190
H (-1.87, -0.11, -1.92)  0.214
H (2.16, -1.03, 0.18)  0.344
H (-1.00, -1.25, -0.78)  0.282
H (-2.60, -1.60, -1.53)  0.314
H (2.68, -0.05, 1.33)  0.368
H (0.19, -0.14, 1.86)  0.603
H (2.73, 1.83, 0.06)  0.308
H (-0.04, -0.39, 0.16)  -0.349

(ii)
The following is a quantum chemistry calculation of 2 unconnected molecules or ions with the total composition C5H14, from the Open Molecules 2025 dataset.

Calculated values
* structure (SMILES): CCC.CC
* gap between HOMO and LUMO: 12.48 eV
* charge: 0

Each line ends with the Mulliken charge.
Atoms and positions in Å:
C (-0.93, 0.18, -1.21)  0.314
C (0.84, -0.05, 2.52)  -0.613
C (1.55, -1.35, 2.18)  -0.827
C (-0.96, -0.40, -2.62)  -1.236
C (-0.78, 1.71, -1.18)  -1.073
H (2.63, -1.31, 2.36)  0.262
H (-0.16, 2.03, -2.02)  0.288
H (-1.98, -0.36, -3.01)  0.294
H (1.45, -1.58, 1.12)  0.240
H (-0.23, 2.01, -0.28)  0.283
H (-0.06, -0.24, -0.69)  -0.131
H (-0.31, 0.10, -3.33)  0.338
H (-1.79, -0.17, -0.65)  0.296
H (1.25, -2.23, 2.73)  0.293
H (1.27, 0.48, 3.36)  0.348
H (-1.72, 2.24, -1.22)  0.294
H (-0.70, -1.46, -2.62)  0.330
H (-0.18, -0.23, 2.88)  0.259
H (0.82, 0.62, 1.66)  0.041

In terms of stability, (ii) leads; the second structure lies 1.015 eV higher.

(i)
The following is a quantum chemistry calculation of 2 unconnected molecules or ions with the total composition C5H14, from the Open Molecules 2025 dataset.

Calculated values
* structure (SMILES): CCC.CC
* gap between HOMO and LUMO: 11.61 eV
* charge: 0

Each line ends with the Mulliken charge.
Atoms and positions in Å:
C (0.04, 1.41, -3.16)  -0.828
C (-0.06, 0.50, 2.75)  -1.173
C (-0.02, -0.99, 2.37)  -0.236
C (1.01, -1.26, 1.31)  -0.797
C (-0.98, 0.28, -3.01)  -0.693
H (-0.16, 2.32, -2.39)  0.205
H (1.13, -2.40, 1.23)  0.291
H (1.93, -0.58, 1.42)  0.249
H (-0.97, -1.51, 2.34)  0.352
H (-0.84, -0.14, -2.06)  0.148
H (-0.78, 0.83, 2.07)  0.306
H (1.08, 1.09, -3.24)  0.281
H (-2.08, 0.51, -3.17)  0.277
H (-0.53, 0.51, 3.66)  0.344
H (0.90, 0.95, 2.72)  0.391
H (0.71, -1.02, 0.24)  0.059
H (-0.67, -0.58, -3.59)  0.284
H (-0.12, 1.97, -4.06)  0.324
H (0.46, -1.61, 3.24)  0.217

(ii)
The following is a quantum chemistry calculation of 2 unconnected molecules or ions with the total composition C5H14, from the Open Molecules 2025 dataset.

Calculated values
* structure (SMILES): CCC.CC
* gap between HOMO and LUMO: 11.63 eV
* charge: 0

Each line ends with the Mulliken charge.
Atoms and positions in Å:
C (-1.40, 1.35, -0.09)  -0.243
C (1.23, -2.48, -0.45)  -0.843
C (-0.72, 0.37, 0.95)  -0.882
C (-1.87, 2.66, 0.72)  -1.056
C (2.36, -1.78, -1.10)  -0.693
H (0.10, 1.11, 1.32)  0.283
H (2.33, -0.68, -0.96)  0.227
H (-2.02, 2.47, 1.75)  0.319
H (-1.19, 3.49, 0.41)  0.280
H (0.29, -1.83, -0.31)  0.159
H (-0.08, -0.46, 0.49)  -0.163
H (2.39, -1.96, -2.15)  0.309
H (-2.73, 3.17, 0.31)  0.350
H (-1.29, -0.03, 1.68)  0.416
H (-0.49, 1.63, -0.67)  0.181
H (1.14, -2.90, 0.50)  0.452
H (3.34, -1.87, -0.50)  0.246
H (0.76, -3.15, -1.12)  0.296
H (-2.15, 0.89, -0.77)  0.361

(iii)
The following is a quantum chemistry calculation of 2 unconnected molecules or ions with the total composition C5H14, from the Open Molecules 2025 dataset.

Calculated values
* structure (SMILES): CCC.CC
* gap between HOMO and LUMO: 11.64 eV
* charge: 0

Each line ends with the Mulliken charge.
Atoms and positions in Å:
C (1.05, 0.66, 0.98)  0.298
C (0.50, 0.67, 2.49)  -1.465
C (-0.32, -1.54, -2.07)  -0.754
C (-1.65, -1.68, -1.62)  -0.885
C (0.66, 1.95, 0.34)  -1.121
H (0.88, -0.27, 2.88)  0.354
H (-0.01, -0.88, -2.86)  0.280
H (-0.59, 0.45, 2.59)  0.308
H (-2.65, -2.13, -2.13)  0.272
H (-2.17, -0.78, -1.34)  0.334
H (0.63, -0.20, 0.32)  -0.181
H (-2.00, -1.99, -0.55)  0.293
H (-0.18, 2.47, 0.92)  0.281
H (2.15, 0.56, 0.87)  0.296
H (0.51, -1.24, -1.44)  0.276
H (0.10, 1.91, -0.61)  0.296
H (1.37, 2.76, 0.16)  0.326
H (0.72, 1.52, 2.87)  0.547
H (-0.26, -2.56, -2.41)  0.245

In terms of stability, (i) leads; the second structure lies 0.488 eV higher.